Record 1
C22H22NO3Zr | the ωB97M-V functional and the def2-TZVPD basis

## Properties
Electronic energy (hartree): -1178.88227
Total charge: +1
HOMO level (Ha): -0.4073

```
49
Properties=species:S:1:pos:R:3:mulliken_charge:R:1
C -3.356 -0.098 -0.453 -0.334
C -2.815 0.765 -1.462 -0.782
C -1.462 0.360 -1.725 -0.164
H -3.366 1.521 -2.020 0.510
C -1.183 -0.776 -0.892 -0.508
C -2.359 -1.060 -0.118 -0.792
H -2.550 -1.925 0.520 0.583
H -4.383 -0.125 -0.088 0.535
H -0.798 0.799 -2.472 0.496
H -0.260 -1.354 -0.910 0.559
C 0.292 1.268 2.379 -0.445
C -0.918 1.433 3.125 -0.464
C -1.721 0.261 2.965 -0.480
H -1.133 2.261 3.795 0.521
C -0.982 -0.661 2.163 -0.596
C 0.256 -0.040 1.769 -0.869
H 1.069 -0.497 1.202 0.627
H 1.131 1.969 2.346 0.500
H -2.669 0.042 3.464 0.456
H -1.251 -1.709 2.041 0.683
Zr -1.476 1.128 0.596 1.164
O 2.051 -1.349 -1.112 -0.381
C 2.543 -0.438 -2.106 -0.363
C 2.734 -1.942 -2.282 -0.196
H 1.757 0.032 -2.694 0.183
H 3.436 0.136 -1.843 0.274
H 2.063 -2.426 -3.003 0.378
H 3.877 -3.965 -3.687 0.320
C 4.542 -3.578 -2.916 -0.480
C 4.058 -2.545 -2.071 0.754
C 4.921 -2.039 -1.074 -0.331
H 4.572 -1.237 -0.418 0.240
C 6.209 -2.560 -0.915 -0.609
H 6.853 -2.161 -0.124 0.358
C 6.671 -3.571 -1.768 -0.406
H 7.687 -3.951 -1.658 0.371
C 5.836 -4.074 -2.777 -0.545
H 6.201 -4.846 -3.458 0.369
O -1.869 3.605 0.304 -0.709
C -2.958 3.411 0.935 0.542
C -4.074 4.339 1.355 -0.512
C -5.061 3.429 2.085 -0.434
C -4.469 2.018 2.013 0.125
O -4.915 0.968 2.433 -0.596
N -3.241 2.138 1.347 0.269
H -3.707 5.153 1.990 0.312
H -4.536 4.788 0.472 0.293
H -5.201 3.696 3.144 0.286
H -6.046 3.409 1.599 0.287
```

---

Record 2
C22H23Br2F7N2O22S | the ωB97M-V functional and the def2-TZVPD basis

## Properties
SMILES: C/C(Br)=C(/Br)N(CON=O)S(=O)(=O)F.O=C1OC[C@@H](F)O1.O=C1OC[C@@H](F)O1.O=C1OC[C@@H](F)O1.O=C1OC[C@@H](F)O1.O=C1OC[C@@H](F)O1.O=C1OC[C@@H](F)O1
Electronic energy (hartree): -8862.13742
HOMO level (Ha): -0.3518

```
79
Properties=species:S:1:pos:R:3:mulliken_charge:R:1
C -1.292 2.775 2.359 -1.236
C -1.123 1.435 1.705 0.821
Br -2.618 0.769 0.822 -0.136
C 0.006 0.742 1.765 -0.588
Br 0.215 -0.953 0.957 -0.006
N 1.111 1.333 2.482 0.197
C 2.407 1.305 1.761 -0.493
O 2.622 2.495 1.032 -0.368
N 1.430 2.941 0.275 0.276
O 1.353 2.413 -0.742 -0.148
S 1.354 0.649 3.997 1.068
O 2.042 1.582 4.808 -0.583
O 1.791 -0.700 3.900 -0.430
F -0.132 0.626 4.451 -0.166
H -1.108 2.718 3.431 0.273
H -2.305 3.139 2.220 0.455
H -0.608 3.504 1.923 0.270
H 2.475 0.435 1.108 0.436
H 3.218 1.262 2.486 0.343
O 4.748 7.953 -3.515 -0.485
C 4.085 7.151 -2.957 0.594
O 4.475 6.433 -1.873 -0.346
C 3.350 5.690 -1.400 -0.311
C 2.477 5.610 -2.631 0.594
F 1.155 5.622 -2.325 -0.300
O 2.813 6.802 -3.314 -0.353
H 2.853 6.250 -0.606 0.271
H 3.660 4.719 -1.024 0.223
H 2.678 4.757 -3.277 0.127
O 2.495 -0.842 -4.442 -0.524
C 2.235 0.247 -4.823 0.537
O 1.039 0.636 -5.316 -0.183
C 1.068 2.053 -5.529 -0.382
C 2.555 2.311 -5.651 0.284
F 2.908 3.522 -5.144 -0.221
O 3.113 1.294 -4.841 -0.326
H 0.653 2.563 -4.659 0.218
H 0.501 2.319 -6.412 0.371
H 2.956 2.225 -6.661 0.199
O 3.953 -6.023 7.068 -0.496
C 3.906 -4.929 6.624 0.613
O 2.835 -4.385 6.000 -0.332
C 3.107 -3.002 5.744 -0.136
C 4.620 -2.976 5.764 0.318
F 5.115 -1.814 6.253 -0.278
O 4.932 -4.030 6.656 -0.319
H 2.699 -2.393 6.552 0.202
H 2.676 -2.690 4.801 0.151
H 5.090 -3.176 4.800 0.298
O -1.600 1.271 -6.592 -0.536
C -1.845 0.136 -6.831 0.666
O -1.941 -0.840 -5.908 -0.243
C -2.396 -2.033 -6.552 -0.418
C -1.996 -1.780 -7.991 0.320
F -2.866 -2.322 -8.875 -0.286
O -2.057 -0.367 -8.078 -0.314
H -3.480 -2.107 -6.459 0.291
H -1.926 -2.906 -6.111 0.261
H -0.988 -2.109 -8.247 0.267
O -4.275 -0.993 -1.406 -0.515
C -3.899 -2.000 -0.913 0.504
O -3.401 -3.058 -1.598 -0.324
C -2.921 -4.020 -0.655 -0.374
C -3.712 -3.658 0.585 0.324
F -3.012 -3.880 1.728 -0.285
O -3.914 -2.270 0.426 -0.114
H -1.853 -3.873 -0.489 0.228
H -3.105 -5.029 -1.013 0.305
H -4.680 -4.154 0.668 0.234
O -4.285 -0.238 3.451 -0.470
C -4.431 -1.185 4.141 0.666
O -4.040 -1.282 5.435 -0.328
C -4.508 -2.528 5.959 -0.477
C -4.689 -3.349 4.699 0.386
F -5.723 -4.220 4.792 -0.313
O -4.996 -2.361 3.736 -0.282
H -5.464 -2.378 6.463 0.291
H -3.784 -2.944 6.654 0.281
H -3.800 -3.895 4.378 0.262
```

---

Record 3
C22H23BrN5OPPtSe4 | the ωB97M-V functional and the def2-TZVPD basis

## Properties
Relative energy (zero: lowest compared OMol25 entry of this formula, charge and spin) (kcal/mol): 32.60
Electronic energy (hartree): -13841.05782
Total charge: +2
HOMO level (spin up / spin down) (Ha): -0.4444 / -0.4443

```
58
Properties=species:S:1:pos:R:3:mulliken_charge:R:1
Pt 0.651 -0.725 1.058 2.393
Br -6.416 0.557 3.470 -0.131
C -4.650 0.663 2.842 -0.376
C -3.906 1.835 3.036 -0.427
C -2.610 1.929 2.577 -0.659
C -2.003 0.870 1.895 -0.157
O -0.764 1.015 1.453 -0.215
C -2.749 -0.306 1.708 0.777
C -2.246 -1.451 1.044 -0.492
N -1.104 -1.619 0.444 -0.178
C -0.881 -2.857 -0.226 -0.419
C -1.865 -3.597 -0.820 -0.323
C -1.574 -4.854 -1.390 -0.988
C -0.296 -5.335 -1.388 -0.883
C 0.750 -4.555 -0.841 0.719
C 2.102 -4.968 -0.839 -0.540
C 3.055 -4.166 -0.286 -1.017
C 2.677 -2.926 0.255 0.304
N 1.430 -2.508 0.252 -0.378
C 0.446 -3.311 -0.268 0.523
C -4.076 -0.395 2.199 -0.929
H -4.354 2.669 3.559 0.462
H -2.033 2.830 2.737 0.523
H -2.920 -2.307 1.042 0.677
H -2.878 -3.218 -0.868 0.673
H -2.376 -5.432 -1.828 0.427
H -0.064 -6.303 -1.812 0.445
H 2.365 -5.920 -1.284 0.478
H 4.096 -4.456 -0.256 0.445
H 3.411 -2.266 0.697 0.344
H -4.640 -1.307 2.052 0.543
Se 0.057 -1.506 3.442 -0.125
Se 1.167 -0.215 4.898 -0.016
Se 3.154 0.400 3.915 -0.107
Se 2.893 -0.020 1.643 -0.185
C 2.558 3.618 -1.344 -0.750
N 2.213 2.531 -2.376 0.057
C 0.922 2.937 -3.106 -0.777
N -0.122 3.177 -2.174 0.156
C 0.266 4.229 -1.234 -0.826
N 1.458 3.845 -0.483 0.212
C 1.190 2.751 0.452 -0.980
P 0.639 1.215 -0.438 1.294
C 2.019 1.207 -1.700 -1.249
C -0.655 1.980 -1.518 -1.370
H 2.806 4.515 -1.910 0.363
H 3.429 3.270 -0.792 0.407
H 2.974 2.468 -3.055 0.337
H 0.670 2.130 -3.793 0.386
H 1.154 3.842 -3.666 0.376
H -0.553 4.414 -0.542 0.380
H 0.468 5.145 -1.789 0.303
H 0.396 3.046 1.130 0.324
H 2.076 2.529 1.043 0.339
H 1.808 0.461 -2.468 0.444
H 2.947 0.926 -1.199 0.462
H -1.502 2.254 -0.889 0.472
H -1.009 1.266 -2.263 0.453
```

---

Record 4
C22H23Cl2 | the ωB97M-V functional and the def2-TZVPD basis

## Properties
Electronic energy (hartree): -1772.22527
Total charge: +1
HOMO level (Ha): -0.4265

```
47
Properties=species:S:1:pos:R:3:mulliken_charge:R:1
C -4.356 0.363 2.561 -0.665
C -3.550 -0.910 2.240 -0.571
C -2.187 -0.912 2.967 -0.799
C -1.433 0.365 2.700 1.064
C -0.201 0.365 2.215 -1.352
C -2.187 1.640 2.969 -0.789
C -3.551 1.638 2.243 -0.580
H -5.311 0.363 2.017 0.323
H -4.628 0.362 3.623 0.319
H -4.128 -1.809 2.494 0.316
H -3.382 -0.967 1.158 0.272
H -2.339 -1.020 4.048 0.313
H -1.583 -1.776 2.665 0.358
H 0.323 1.278 2.010 0.283
H 0.322 -0.548 2.007 0.287
H -2.339 1.748 4.050 0.303
H -1.584 2.505 2.666 0.352
H -3.384 1.697 1.160 0.279
H -4.131 2.536 2.498 0.316
Cl -1.387 -3.665 -6.369 -0.143
C -1.009 -2.715 -4.991 0.393
C -1.962 -1.853 -4.454 -0.712
C -1.627 -1.009 -3.428 -0.426
C -0.320 -1.000 -2.898 0.760
C 0.056 -0.012 -1.941 -0.305
C 1.294 0.022 -1.328 -0.036
C 1.821 1.102 -0.650 -0.228
C 3.137 1.106 -0.104 0.656
C 3.813 2.325 0.094 -0.446
C 5.104 2.345 0.546 -0.710
C 5.763 1.156 0.847 0.407
Cl 7.371 1.192 1.452 -0.149
C 5.109 -0.060 0.677 -0.882
C 3.825 -0.088 0.206 -0.227
C 0.612 -1.920 -3.425 -0.343
C 0.275 -2.755 -4.457 -0.892
H -2.954 -1.847 -4.870 0.427
H -2.362 -0.349 -3.006 0.425
H -0.630 0.798 -1.757 0.446
H 1.931 -0.839 -1.432 0.044
H 1.256 2.015 -0.609 0.442
H 3.314 3.240 -0.173 0.417
H 5.631 3.275 0.665 0.429
H 5.629 -0.968 0.935 0.420
H 3.326 -1.035 0.104 0.446
H 1.615 -1.950 -3.038 0.331
H 0.999 -3.427 -4.886 0.427
```

---

Question: Which of these has the highest electronic energy?
Answer: C22H22NO3Zr

---

Question: Look up the electronic energy of the fourth one.
Answer: -1772.22527 hartree

---

Question: electronic energy of number 4 (C22H23Cl2)?
Answer: -1772.22527 hartree